# 1
This record from the OMol25 dataset describes a single C3H3N3OS molecule at a distorted geometry. The level of theory is the ωB97M-V functional and the def2-TZVPD basis.

XYZ file:
```
11
C3H3N3OS (the ωB97M-V functional and the def2-TZVPD basis)
C -0.52 0.10 0.13
C -0.26 0.99 -0.94
C 0.63 -0.59 0.79
H -2.78 -0.41 0.77
H -1.08 1.56 -1.51
H -0.43 -1.79 1.90
N 2.08 1.03 -0.27
N 1.86 0.14 0.53
N 0.57 -1.61 1.56
O 0.88 1.51 -1.14
S -2.09 -0.71 -0.29
```

Output
E_HOMO (eV): -9.3
Net charge: 0
Structure (SMILES): [H]/N=c1/nnocc1S
Total energy (eV): -20508.3251

# 2
This record from the OMol25 dataset describes a single C3H3N3S molecule at a distorted geometry. The level of theory is the ωB97M-V functional and the def2-TZVPD basis.

XYZ file:
```
10
C3H3N3S (the ωB97M-V functional and the def2-TZVPD basis)
C -0.22 -0.10 0.39
C 0.98 -0.55 -1.50
C -0.04 1.58 -1.12
H 0.30 -1.86 1.65
H 1.87 -0.83 -2.04
H -0.22 2.61 -1.29
N 0.65 -0.95 -0.28
N 0.57 0.74 -2.00
N -0.38 1.19 0.12
S -0.77 -0.77 1.89
```

Output
E_HOMO (eV): -9.6
Net charge: 0
Structure (SMILES): Sc1ncncn1
Total energy (eV): -18463.6431

# 3
This record from the OMol25 dataset describes a single C3H3N3S molecule at a distorted geometry. The level of theory is the ωB97M-V functional and the def2-TZVPD basis.

XYZ file:
```
10
C3H3N3S (the ωB97M-V functional and the def2-TZVPD basis)
C -1.23 0.44 0.01
C 0.03 -0.03 -0.01
C 2.14 -0.04 -0.03
H -3.49 0.41 0.16
H -1.31 1.53 0.05
H 3.20 0.24 -0.09
N 1.13 0.79 -0.04
N 1.73 -1.37 0.03
N 0.43 -1.35 -0.03
S -2.64 -0.61 -0.04
```

Output
E_HOMO (eV): -9.6
Net charge: 0
Structure (SMILES): S/C=C1/N=CN=N1
Total energy (eV): -18463.1266

# 4
This record from the OMol25 dataset describes a single C3H3N3S molecule at a distorted geometry. The level of theory is the ωB97M-V functional and the def2-TZVPD basis.

XYZ file:
```
10
C3H3N3S (the ωB97M-V functional and the def2-TZVPD basis)
C -0.16 0.50 -0.04
C 0.39 -0.21 -2.04
C -0.35 1.03 -2.02
H -0.56 -1.09 3.04
H 0.95 -0.57 -2.89
H -0.51 1.59 -2.83
N -0.45 0.38 1.24
N 0.64 -0.49 -0.70
N -0.65 1.44 -0.84
S 0.25 -1.07 1.84
```

Output
E_HOMO (eV): -9.1
Net charge: 0
Structure (SMILES): SN=C1N=CC=N1
Total energy (eV): -18462.3301

# 5
This record from the OMol25 dataset describes a single C3H3N5 molecule at a distorted geometry. The level of theory is the ωB97M-V functional and the def2-TZVPD basis.

XYZ file:
```
11
C3H3N5 (the ωB97M-V functional and the def2-TZVPD basis)
C 1.24 0.04 -0.13
C 0.38 1.34 -0.54
C -0.72 -1.28 -0.49
H 2.80 0.58 0.95
H 0.73 2.24 -1.18
H -1.30 -2.33 -0.42
N 2.05 -0.38 0.86
N -0.79 1.33 -0.26
N -1.38 0.59 0.76
N -1.50 -0.67 0.53
N 0.52 -1.02 -0.82
```

Output
E_HOMO (eV): -10.0
Net charge: 0
Structure (SMILES): [H]/N=c1\cnnncn1
Total energy (eV): -10603.5002

# 6
This record from the OMol25 dataset describes 2 unconnected molecules or ions with the total composition C3H3NO at a distorted geometry. The level of theory is the ωB97M-V functional and the def2-TZVPD basis.

XYZ file:
```
8
C3H3NO (the ωB97M-V functional and the def2-TZVPD basis)
C -1.18 -0.98 0.42
C 1.92 1.30 -0.38
C 0.98 1.18 -1.14
N -1.76 -1.78 1.14
O -0.51 -0.55 -0.45
H 2.66 0.88 0.28
H -2.35 -1.69 1.87
H 0.24 1.63 -1.75
```

Output
E_HOMO (eV): -10.0
Net charge: 0
Structure (SMILES): N=C=O.C#C
Total energy (eV): -6694.0125

# 7
This record from the OMol25 dataset describes a single C3H3NO molecule at a distorted geometry. The level of theory is the ωB97M-V functional and the def2-TZVPD basis.

XYZ file:
```
8
C3H3NO (the ωB97M-V functional and the def2-TZVPD basis)
C -0.81 -0.58 0.01
C 0.06 0.67 0.00
C 1.52 0.45 -0.03
H -1.39 -0.61 0.94
H -1.48 -0.50 -0.84
H -0.17 -1.47 -0.10
N 2.65 0.24 0.02
O -0.38 1.79 0.01
```

Output
E_HOMO (eV): -11.2
Net charge: 0
Structure (SMILES): CC(=O)C#N
Total energy (eV): -6696.2092

# 8
This record from the OMol25 dataset describes a single C3H3NO molecule at a distorted geometry. The level of theory is the ωB97M-V functional and the def2-TZVPD basis.

XYZ file:
```
8
C3H3NO (the ωB97M-V functional and the def2-TZVPD basis)
C 0.81 -0.21 0.28
C -0.24 -1.39 -1.54
C 0.11 0.93 0.96
N -0.01 -0.71 -0.59
O -0.66 -1.88 -2.49
H -0.58 0.37 1.53
H -0.23 1.47 0.19
H 0.79 1.42 1.65
```

Output
E_HOMO (eV): -8.2
Net charge: 0
Total energy (eV): -6693.6800